ORCA calculation (the ωB97M-V functional and the def2-TZVPD basis) on C36H54F6FeO27P as an isolated structure.

Summary:
- Total energy: -5639.99902 a.u.
- Spin multiplicity: 5
- Gap between HOMO and LUMO (spin up / spin down): 10.046 / 8.910 eV
- Energy above the lowest of the compared OMol25 structures with the same formula, charge and spin: 0.00 kJ/mol
- Largest force on an atom: 5.0 eV/A
- Net charge: +1
- E_HOMO (spin up / spin down): -0.45229 / -0.45229 Ha
- Expectation value of S²: 6.005

Last column: Löwdin charge in e.
Positions of all 125 atoms, in Å:
Fe  10.03  16.72  12.29  1.096
P  9.70  18.28  9.92  0.226
F  10.07  17.99  8.39  -0.120
F  8.60  19.37  9.40  -0.156
F  8.51  17.16  9.85  -0.128
F  9.40  18.56  11.47  -0.139
F  10.85  17.19  10.38  -0.167
F  10.81  19.48  9.95  -0.137
C  10.74  20.97  17.42  -0.008
C  9.98  21.05  16.09  -0.293
C  10.84  21.48  14.91  -0.096
O  10.59  20.48  13.95  0.070
C  10.01  19.38  14.53  -0.429
O  9.68  18.37  13.93  0.080
O  9.67  19.72  15.80  0.087
H  11.70  20.46  17.33  0.093
H  10.17  20.52  18.23  0.089
H  10.94  21.95  17.86  0.089
H  8.98  21.48  16.06  0.169
H  11.89  21.69  15.11  0.135
H  10.56  22.47  14.53  0.132
C  6.37  17.44  5.35  0.004
C  7.25  17.11  6.59  -0.281
C  6.79  15.95  7.43  -0.131
O  7.61  14.91  7.09  0.064
C  8.59  15.31  6.23  -0.530
O  9.44  14.61  5.74  0.141
O  8.51  16.63  6.07  0.091
H  5.44  17.98  5.56  0.087
H  6.07  16.50  4.88  0.090
H  7.10  17.95  4.72  0.072
H  7.39  18.06  7.11  0.131
H  5.74  15.76  7.19  0.143
H  6.92  16.25  8.47  0.118
C  7.35  11.75  8.47  0.018
C  8.66  12.17  9.24  -0.287
C  9.77  12.81  8.49  -0.104
O  9.92  14.04  9.14  0.115
C  9.23  14.09  10.25  -0.449
O  9.31  15.00  11.11  0.034
O  8.34  13.08  10.28  0.130
H  6.77  10.96  8.95  0.081
H  7.64  11.35  7.50  0.088
H  6.68  12.59  8.29  0.075
H  9.19  11.28  9.58  0.152
H  9.46  12.92  7.45  0.121
H  10.68  12.22  8.48  0.147
C  8.54  20.97  6.04  0.005
C  8.58  20.90  4.48  -0.348
C  8.05  22.01  3.59  -0.062
O  9.23  22.44  2.91  0.078
C  10.26  21.64  3.20  -0.513
O  11.40  21.84  2.76  0.120
O  9.91  20.76  4.16  0.090
H  9.01  21.91  6.32  0.089
H  9.01  20.12  6.53  0.076
H  7.48  20.98  6.32  0.067
H  8.09  19.98  4.17  0.129
H  7.78  22.87  4.20  0.139
H  7.30  21.54  2.94  0.140
C  13.86  14.19  7.00  -0.003
C  14.17  15.60  7.57  -0.266
C  13.15  16.20  8.54  -0.100
O  13.83  16.35  9.78  0.063
C  15.14  16.01  9.67  -0.505
O  16.02  16.02  10.56  0.103
O  15.30  15.53  8.45  0.091
H  14.77  13.70  6.64  0.087
H  13.29  14.36  6.09  0.088
H  13.39  13.55  7.75  0.079
H  14.39  16.24  6.72  0.152
H  12.28  15.55  8.51  0.119
H  12.78  17.15  8.18  0.131
C  14.96  21.24  12.71  -0.016
C  14.71  19.94  11.97  -0.306
C  15.47  18.75  12.44  -0.068
O  14.50  17.72  12.56  0.096
C  13.27  18.19  12.47  -0.413
O  12.23  17.49  12.58  0.042
O  13.35  19.56  12.25  0.074
H  15.17  21.14  13.77  0.087
H  14.19  22.01  12.63  0.078
H  15.87  21.71  12.33  0.093
H  14.83  20.16  10.91  0.161
H  15.85  18.97  13.44  0.139
H  16.31  18.38  11.85  0.144
C  11.22  22.79  10.99  -0.002
C  9.89  23.55  10.86  -0.259
C  8.68  22.78  10.38  -0.107
O  7.76  22.92  11.40  0.068
C  8.21  23.56  12.45  -0.567
O  7.66  23.77  13.53  0.122
O  9.46  23.87  12.18  0.074
H  11.90  23.22  11.72  0.082
H  11.72  22.79  10.02  0.090
H  11.09  21.73  11.22  0.066
H  10.00  24.54  10.40  0.159
H  8.78  21.71  10.22  0.121
H  8.25  23.13  9.44  0.126
C  3.83  17.96  13.43  -0.004
C  4.44  16.55  13.16  -0.239
C  4.68  16.32  11.61  -0.041
O  6.10  16.36  11.49  0.053
C  6.70  16.47  12.71  -0.419
O  7.94  16.41  12.86  0.041
O  5.77  16.52  13.66  0.114
H  3.96  18.71  12.65  0.078
H  4.25  18.39  14.34  0.084
H  2.77  17.92  13.71  0.086
H  3.75  15.81  13.57  0.154
H  4.17  16.97  10.89  0.131
H  4.45  15.27  11.43  0.130
C  5.01  22.88  9.54  -0.024
C  4.64  21.69  8.83  -0.360
C  5.46  20.44  9.16  -0.094
O  4.49  19.44  9.35  0.073
C  3.28  20.01  9.45  -0.553
O  2.25  19.39  9.75  0.113
O  3.37  21.29  9.25  0.133
H  5.03  22.70  10.62  0.107
H  4.31  23.69  9.35  0.107
H  5.99  23.27  9.27  0.084
H  4.63  21.91  7.77  0.162
H  6.15  20.60  9.99  0.129
H  6.16  20.28  8.34  0.112